No. 1
A structure of composition C12H33BF3NO7V in a non-equilibrium geometry. Source: OMol25; level of theory: ωB97M-V/def2-TZVPD.

Positions of all 58 atoms, in Å:
V -12.446 19.332 -8.664
F -8.740 22.520 -5.487
F -6.747 22.234 -6.043
F -7.716 24.137 -6.556
O -11.029 16.764 -8.990
O -11.958 17.314 -6.574
O -17.595 15.734 -9.733
O -15.208 17.300 -9.090
O -7.502 22.185 -8.855
O -12.568 20.405 -14.728
O -9.341 21.136 -7.920
N -12.591 20.305 -12.100
C -16.157 16.809 -8.176
C -11.127 15.766 -8.005
C -10.357 20.702 -12.969
C -8.547 22.309 -7.854
C -7.867 22.776 -6.490
C -10.916 16.313 -6.629
C -5.726 22.527 -10.478
C -12.419 21.677 -14.170
C -11.833 21.366 -12.782
C -6.525 23.178 -9.247
C -17.570 16.735 -8.718
C -13.188 20.428 -16.006
B -14.355 21.664 -7.830
H -13.405 22.116 -14.018
H -5.764 23.298 -8.476
H -16.094 17.575 -7.402
H -13.518 20.640 -12.321
H -17.732 17.691 -9.216
H -5.618 21.475 -10.213
H -10.256 16.562 -9.522
H -9.745 21.387 -13.556
H -13.564 21.147 -7.308
H -13.387 19.420 -16.368
H -11.839 17.598 -5.665
H -11.917 22.286 -12.204
H -12.088 15.270 -8.144
H -4.872 23.119 -10.807
H -18.239 16.465 -7.902
H -14.025 21.114 -16.141
H -15.640 15.877 -7.950
H -10.316 15.113 -8.326
H -15.084 16.575 -9.707
H -18.398 15.867 -10.242
H -14.663 20.949 -8.577
H -11.190 15.437 -6.041
H -12.568 19.583 -12.805
H -12.454 20.913 -16.649
H -13.918 22.594 -8.160
H -7.091 24.083 -9.471
H -10.481 19.677 -13.319
H -11.673 22.220 -14.750
H -15.152 21.885 -7.137
H -9.963 16.781 -6.381
H -9.100 23.215 -8.099
H -6.396 22.528 -11.338
H -9.998 20.588 -11.947

* maximum force: 5.65 eV/A
* electronic energy: -63306.1538 eV
* E_LUMO (spin up / spin down): -2.4 / -1.0 eV
* ⟨S²⟩: 4.19
* energy above the lowest of the compared OMol25 structures with the same formula, charge and spin: 1020.6 kJ/mol
* HOMO-LUMO gap (spin up / spin down): 4.18 / 7.78 eV
* highest occupied orbital energy (spin up / spin down): -6.6173 / -8.7682 eV
* multiplicity: 4

No. 2
A structure of composition CAlFO4S in a non-equilibrium geometry. Source: OMol25; level of theory: ωB97M-V/def2-TZVPD.

Positions of all 8 atoms, in Å:
S 0.479 -0.460 -0.475
Al -2.197 1.276 -2.290
F 0.609 -0.477 1.211
O 0.268 -1.876 -0.805
O -2.502 -1.165 0.882
O -3.168 0.213 -0.824
O -0.898 0.284 -0.610
C -2.529 -0.297 0.073

* maximum force: 4.01 eV/A
* electronic energy: -29376.8461 eV
* E_LUMO: -0.7 eV
* HOMO-LUMO gap: 9.41 eV
* highest occupied orbital energy: -10.1535 eV
* multiplicity: 1

No. 3
A cluster of 7 separate species, C35H33F53NO6P in total in a non-equilibrium geometry. Source: OMol25; level of theory: ωB97M-V/def2-TZVPD.

Positions of all 129 atoms, in Å:
P 3.783 4.364 5.210
F -7.498 -2.745 0.736
F 0.607 -4.731 -6.270
F 4.807 5.097 11.615
F -8.463 -4.396 -8.470
F -7.772 -0.923 -8.486
F 1.276 -6.780 -6.433
F -2.145 2.944 -1.267
F 4.105 4.070 13.380
F -8.835 -2.108 -9.946
F 0.389 0.060 2.747
F -9.000 -2.838 -1.549
F 3.161 1.973 11.875
F -0.338 -3.544 0.362
F 5.958 4.114 7.449
F -1.463 2.442 0.720
F 5.308 2.248 11.738
F 2.332 -7.208 -8.763
F 4.879 5.027 9.070
F 2.377 2.078 2.908
F -9.636 -2.883 -7.452
F 3.138 -5.024 -1.898
F 7.060 4.082 10.809
F -5.969 0.393 -0.936
F 3.280 -8.331 -6.212
F 1.915 -3.673 -0.756
F 5.011 -8.995 -7.303
F 0.480 2.204 -1.415
F 3.633 8.082 1.314
F 4.941 6.063 2.166
F 7.007 7.145 2.314
F 3.174 -3.861 -5.789
F -2.033 -2.885 -2.674
F -1.578 -4.859 -1.896
F -6.694 -1.145 -4.187
F -6.645 -4.040 -0.782
F 5.565 7.953 0.099
F 0.182 -5.986 -0.209
F 2.204 -6.061 0.571
F -8.033 1.028 -5.421
F -9.305 -0.393 -6.454
F 0.407 2.790 2.416
F -8.113 -0.873 -1.385
F 5.269 9.632 1.675
F -4.745 1.079 0.696
F 0.207 0.465 0.624
F -2.432 -3.123 0.038
F 0.175 4.317 -1.798
F 2.547 -9.363 -8.652
F -7.448 1.925 0.804
F 2.917 -4.784 -7.736
F 7.572 5.542 9.289
F -6.431 -1.018 -6.320
F -8.042 -0.142 1.086
O 4.655 -6.824 -7.158
O -7.784 -2.587 -5.451
O 1.987 2.681 0.823
O 1.069 -4.678 -2.581
O -5.365 -1.037 0.691
O 5.210 2.804 9.055
N 4.994 3.786 4.064
C 1.882 -4.831 -1.438
C -1.293 3.323 -0.281
C -6.888 -2.732 -0.473
C 2.954 -5.058 -6.411
C 1.424 2.047 1.948
C -1.144 -3.577 -1.901
C -7.350 -1.249 -5.367
C 4.127 2.802 11.378
C 5.777 4.065 8.786
C -8.384 -3.169 -7.875
C 1.036 0.586 1.680
C -5.787 0.274 0.391
C 1.249 3.747 0.196
C 5.300 7.868 3.870
C -7.814 -2.173 -1.556
C 7.131 4.275 9.478
C 4.192 -5.939 -6.121
C 3.235 -8.197 -8.616
C -7.468 -3.337 -6.640
C 5.024 8.314 1.340
C 0.216 -3.518 -2.637
C 3.936 6.243 5.459
C -8.508 -0.240 -5.380
C -1.193 -2.967 -0.498
C -7.007 0.711 1.214
C 1.604 -5.585 -5.915
C -7.920 -2.176 -8.946
C -5.507 -2.051 -0.323
C 4.003 2.748 9.837
C 0.141 3.370 -0.816
C 4.022 -8.075 -7.304
C 1.477 -6.033 -0.572
C 3.932 4.170 12.037
C 5.397 6.817 5.066
C 5.607 7.273 2.432
H -7.374 -2.297 -2.547
H 3.252 3.447 9.462
H -6.410 -3.248 -6.898
H -0.026 -3.431 -3.699
H 2.484 4.158 4.601
H -0.980 -1.894 -0.528
H 2.010 4.277 -0.383
H 7.879 3.584 9.081
H -6.970 -2.494 -9.388
H -6.756 0.773 2.275
H 0.768 -2.605 -2.403
H 4.112 -6.455 -5.162
H 5.774 7.391 5.983
H 4.539 3.048 3.510
H 3.735 6.419 6.574
H -9.127 -0.350 -4.487
H 4.312 8.439 3.921
H 3.121 6.843 4.921
H 6.139 5.973 4.890
H -5.105 -1.718 -1.283
H 1.922 -0.021 1.480
H 5.025 -5.242 -5.991
H 0.903 4.479 0.930
H 3.908 -8.164 -9.476
H 5.815 3.390 4.528
H -7.588 -4.377 -6.324
H 1.594 -5.668 -4.824
H 1.639 -6.969 -1.110
H -1.611 4.308 0.071
H 2.920 4.547 11.861
H -4.822 -2.837 0.004
H 6.105 8.658 4.061
H 3.598 1.759 9.609

* maximum force: 2.92 eV/A
* electronic energy: -203918.9345 eV
* E_LUMO: 0.2 eV
* HOMO-LUMO gap: 8.07 eV
* highest occupied orbital energy: -7.8904 eV
* multiplicity: 1
* SMILES: FC(F)C(F)(F)COC(F)(F)C(F)F.FC(F)C(F)(F)COC(F)(F)C(F)F.FC(F)C(F)(F)COC(F)(F)C(F)F.FC(F)C(F)(F)COC(F)(F)C(F)F.FC(F)C(F)(F)COC(F)(F)C(F)F.FC(F)C(F)(F)COC(F)(F)C(F)F.NPCCCC(F)(F)C(F)(F)F

No. 4
A structure of composition C28H29ClN8O3PRe. Source: OMol25; level of theory: ωB97M-V/def2-TZVPD.

Positions of all 71 atoms, in Å:
Re -0.213 -0.349 0.769
Cl -1.481 -0.318 -3.149
P 1.093 0.219 -1.332
O -4.619 2.031 2.348
O 0.161 -0.887 4.415
O 0.823 -0.789 2.255
N -3.810 -3.294 -1.704
N -2.395 -1.992 -0.442
N -2.597 -2.974 -1.234
N 0.366 1.664 1.363
N -1.517 -3.635 -1.641
N -1.047 -1.952 -0.307
N -1.841 -0.828 2.071
N -5.514 1.321 4.307
C -0.556 -2.963 -1.050
C 4.370 -1.005 0.719
C 1.149 -0.902 -2.735
C 2.712 0.225 -0.538
C -0.684 3.817 -2.099
C 2.346 -1.536 -3.083
C -0.413 2.575 -1.551
C 3.146 -0.956 0.075
C -4.694 1.223 3.252
C -1.964 -2.003 2.722
C 0.161 4.339 -3.072
C 1.537 2.370 -2.963
C 0.654 -0.233 3.568
C 1.196 1.165 3.666
C -3.003 -2.222 3.596
C 0.710 1.854 -1.962
C 4.755 1.306 0.143
C 5.172 0.130 0.753
C -2.733 0.148 2.295
C 0.033 -1.079 -3.554
C 2.413 -2.328 -4.220
C -3.919 -1.203 3.839
C 1.262 3.614 -3.509
C -3.778 0.013 3.188
C 0.093 -1.860 -4.690
C 1.290 -2.486 -5.019
C 3.527 1.360 -0.505
C 1.528 1.778 2.321
H 1.773 2.835 2.419
H -0.051 5.307 -3.505
H 0.488 -3.215 -1.142
H -4.571 -2.958 -1.134
H -1.562 4.369 -1.790
H 0.482 1.756 4.245
H -5.498 0.685 5.085
H 2.384 1.801 -3.331
H 4.705 -1.923 1.182
H -1.210 -2.755 2.534
H 1.902 4.013 -4.284
H 3.233 -1.398 -2.479
H 0.590 2.208 0.524
H -6.139 2.113 4.354
H -4.742 -1.376 4.522
H -0.783 -1.972 -5.315
H 2.546 -1.863 0.031
H -3.837 -4.219 -2.110
H -3.086 -3.178 4.093
H 2.108 1.121 4.268
H 2.368 1.271 1.852
H 5.391 2.181 0.161
H 6.133 0.094 1.248
H 3.345 -2.807 -4.486
H -1.128 2.146 -0.849
H -0.442 2.150 1.763
H 3.211 2.283 -0.971
H 1.341 -3.096 -5.911
H -2.668 1.067 1.718

* maximum force: 0.60 eV/A
* electronic energy: -71484.8348 eV
* net charge: +3
* E_LUMO (spin up / spin down): -10.3 / -11.0 eV
* ⟨S²⟩: 3.77
* energy above the lowest of the compared OMol25 structures with the same formula, charge and spin: 125.9 kJ/mol
* HOMO-LUMO gap (spin up / spin down): 6.79 / 6.06 eV
* highest occupied orbital energy (spin up / spin down): -17.0843 / -17.0903 eV
* multiplicity: 4

No. 5
A structure of composition C32H93N17O8P5Sr in a non-equilibrium geometry. Source: OMol25; level of theory: ωB97M-V/def2-TZVPD.

Positions of all 156 atoms, in Å:
Sr 0.657 8.531 -12.070
P -0.855 7.796 -8.516
P -7.207 5.932 -13.896
P 1.795 8.639 -15.831
P -1.753 11.661 -12.526
P -2.915 3.678 -19.078
O -1.467 5.329 -14.014
O -0.296 8.002 -9.883
O -8.270 6.027 -12.891
O -2.145 3.985 -20.298
O -0.036 6.231 -12.679
O -0.834 10.472 -12.445
O -1.859 7.281 -13.164
O 1.488 8.270 -14.405
N -0.950 13.002 -11.925
N -1.896 3.122 -17.848
N -2.415 7.218 -8.567
N -3.171 11.582 -11.636
N -5.852 6.879 -13.575
N 2.718 7.552 -16.656
N -7.629 6.232 -15.483
N -6.584 4.353 -14.039
N -3.738 4.989 -18.425
N 0.387 8.807 -16.731
N -2.285 11.996 -14.075
N 2.518 10.148 -15.982
N -4.103 2.493 -19.279
N -0.020 6.644 -7.611
N 1.322 0.648 -14.711
N -0.992 9.175 -7.557
N -1.137 6.261 -13.275
C -2.998 6.058 -17.771
C 0.290 9.725 -7.137
C -5.297 4.194 -14.723
C -0.270 6.345 -6.200
C -5.473 7.142 -12.178
C 1.066 1.697 -14.327
C -2.429 10.980 -15.104
C -0.900 8.307 -16.180
C -6.816 3.403 -12.965
C -3.893 10.322 -11.795
C -1.923 10.161 -8.087
C -0.859 13.127 -10.486
C 3.888 10.235 -15.474
C 0.382 9.311 -18.093
C -8.383 5.250 -16.246
C -0.523 3.611 -17.743
C -2.826 6.536 -9.783
C 3.590 7.913 -17.763
C -7.786 7.643 -15.874
C 0.648 3.024 -13.877
C -5.016 7.492 -14.604
C -2.476 2.686 -16.582
C 1.664 11.318 -15.660
C 0.191 13.511 -12.662
C -2.524 13.362 -14.518
C -5.283 2.360 -18.430
C -3.270 7.222 -7.397
C 0.916 5.786 -8.351
C -4.025 12.762 -11.507
C -4.877 5.470 -19.237
C -3.870 1.407 -20.196
C 2.594 6.135 -16.391
H 0.131 2.967 -17.164
H -4.130 7.889 -7.556
H -0.777 7.233 -16.027
H 4.105 11.206 -15.026
H -4.174 0.438 -19.784
H -0.574 4.623 -17.315
H 1.282 9.886 -18.324
H -2.199 6.423 -18.431
H -3.790 6.071 -9.585
H -2.613 3.560 -15.927
H 4.134 9.390 -14.830
H 3.487 5.571 -16.661
H 1.147 13.175 -12.247
H -1.004 8.629 -15.139
H -8.826 7.836 -16.139
H -4.951 8.576 -14.429
H 0.668 6.058 -5.730
H -0.056 12.533 -10.019
H -5.357 7.311 -15.615
H -3.509 13.711 -11.640
H -4.976 3.155 -14.636
H -1.589 10.993 -15.810
H -1.658 10.374 -9.136
H -4.506 5.979 -20.134
H -0.482 9.962 -18.222
H 0.884 11.397 -16.417
H -9.045 4.753 -15.529
H -1.905 11.093 -7.525
H -1.734 12.716 -9.986
H -4.617 7.810 -12.179
H -4.497 10.083 -10.920
H 4.599 10.264 -16.310
H -0.136 3.811 -18.743
H 1.171 11.140 -14.699
H -6.350 7.588 -11.709
H -3.733 6.256 -7.187
H -4.623 12.755 -10.601
H -5.263 1.388 -17.926
H -1.725 8.721 -16.750
H 0.335 5.032 -8.900
H -2.865 14.023 -13.725
H 2.271 12.217 -15.661
H 1.650 5.255 -7.754
H 3.241 8.841 -18.219
H -0.644 7.226 -5.681
H -6.206 2.327 -19.016
H -1.025 5.558 -6.153
H 0.187 13.247 -13.720
H -8.981 5.740 -17.011
H -2.994 7.260 -10.592
H -5.214 6.198 -11.696
H -3.471 2.268 -16.701
H -5.367 6.218 -18.611
H -5.386 4.337 -15.803
H -2.820 7.630 -6.497
H 0.989 3.845 -14.500
H -2.575 5.627 -16.860
H 2.336 5.906 -15.356
H -2.044 5.891 -10.192
H -6.516 2.384 -13.232
H -7.038 7.901 -16.623
H 0.854 9.030 -6.518
H -1.606 13.844 -14.878
H -4.005 7.104 -14.432
H -4.677 12.791 -12.391
H -4.504 4.828 -14.325
H -3.199 9.504 -11.998
H 1.049 3.203 -12.878
H -2.959 9.845 -8.216
H 1.341 6.343 -9.187
H -7.784 4.453 -16.692
H 1.806 5.706 -17.025
H 0.884 10.009 -8.019
H -3.235 13.374 -15.343
H -5.560 4.678 -19.530
H 0.234 14.603 -12.649
H -7.860 3.367 -12.670
H -0.658 14.144 -10.150
H -6.148 3.572 -12.107
H 0.405 8.588 -18.916
H -2.458 9.975 -14.684
H -2.809 1.288 -20.414
H -0.429 3.101 -13.752
H -4.443 1.479 -21.125
H -3.324 11.117 -15.712
H -1.759 2.024 -16.100
H -4.543 10.392 -12.676
H -7.640 8.355 -15.057
H 0.093 10.634 -6.568
H 4.634 8.041 -17.474
H -3.666 6.889 -17.551
H -5.341 3.154 -17.693
H 3.551 7.229 -18.613

* maximum force: 3.10 eV/A
* electronic energy: -123686.2036 eV
* net charge: +1
* E_LUMO: -3.0 eV
* HOMO-LUMO gap: 6.74 eV
* highest occupied orbital energy: -9.7342 eV
* multiplicity: 1